1.
{
  "formula": "C30H27ClHgN6O7P3",
  "method": "ωB97M-V/def2-TZVPD",
  "lumo_energy_ev": [4.04, 4.03],
  "charge": -2,
  "spin_multiplicity": 2,
  "relative_energy_kj_mol": 88.7,
  "orbital_gap_ha": [0.116, 0.239],
  "homo_energy_ev": [0.87, -2.48],
  "elements": ["Hg", "Cl", "C", "C", "C", "C", "C", "C", "P", "C", "C", "C", "C", "C", "C", "C", "C", "C", "C", "C", "C", "H", "H", "H", "H", "H", "H", "H", "H", "H", "H", "H", "H", "H", "H", "O", "P", "O", "O", "O", "P", "O", "O", "O", "H", "H", "C", "C", "C", "C", "N", "C", "C", "C", "C", "C", "C", "C", "H", "H", "H", "H", "H", "H", "H", "H", "N", "N", "N", "C", "N", "N", "H", "H", "H"],
  "positions_angstrom": [[0.9536, 2.1483, 0.2600], [-0.3843, -2.0325, 2.3006], [-1.8586, -2.6372, 1.6139], [-2.5898, -3.5561, 2.3538], [-3.7629, -4.0758, 1.8327], [-4.1893, -3.6772, 0.5739], [-3.4438, -2.7622, -0.1539], [-2.2597, -2.2146, 0.3444], [-1.2907, -0.8867, -0.5134], [-2.3699, -0.5440, -1.9500], [-2.4850, -1.3502, -3.0793], [-3.3188, -0.9828, -4.1234], [-4.0474, 0.1964, -4.0502], [-3.9352, 1.0089, -2.9334], [-3.0941, 0.6427, -1.8936], [0.0125, -1.9073, -1.3181], [0.4566, -3.1322, -0.8263], [1.4802, -3.8239, -1.4625], [2.0634, -3.3062, -2.6103], [1.6339, -2.0786, -3.1030], [0.6240, -1.3804, -2.4604], [-2.2319, -3.8455, 3.3327], [-4.3401, -4.7872, 2.4108], [-5.1062, -4.0751, 0.1563], [-3.7928, -2.4500, -1.1291], [-1.9030, -2.2614, -3.1520], [-3.3817, -1.6068, -5.0072], [-4.6774, 0.4971, -4.8787], [-4.4664, 1.9512, -2.8891], [-2.9546, 1.3056, -1.0479], [0.0027, -3.5606, 0.0587], [1.8131, -4.7742, -1.0618], [2.8373, -3.8653, -3.1270], [2.0763, -1.6552, -3.9970], [0.2814, -0.4372, -2.8718], [-0.0538, 4.9316, -0.8494], [0.3633, 5.0599, -2.4210], [-0.3266, 6.2190, -3.0248], [1.8477, 4.8695, -2.4506], [-0.3285, 3.6965, -3.0426], [0.1734, 2.1673, -2.9413], [1.7450, 2.2360, -3.1780], [-0.4923, 1.3162, -3.9474], [-0.0927, 1.7067, -1.4914], [-0.9695, 5.2066, -0.7358], [2.0598, 3.1768, -2.9881], [-2.3173, 1.0438, 3.6721], [-1.4180, 0.9031, 4.7672], [-0.1130, 1.2765, 4.6052], [0.3580, 1.8064, 3.3727], [-0.5270, 1.8959, 2.3048], [-1.7863, 1.5143, 2.4880], [1.7206, 2.2157, 3.1597], [2.6281, 2.3774, 4.2408], [3.9341, 2.7734, 4.0403], [4.4108, 3.0407, 2.7571], [3.5352, 2.8934, 1.6783], [2.2216, 2.4898, 1.8515], [-3.3576, 0.7517, 3.7328], [-1.7511, 0.4850, 5.7112], [0.5817, 1.1431, 5.4254], [-2.4260, 1.5992, 1.6105], [2.2875, 2.2172, 5.2568], [4.5893, 2.8928, 4.8984], [5.4330, 3.3643, 2.5986], [3.8973, 3.0989, 0.6772], [4.7783, -1.7401, -0.9668], [3.8400, -1.5823, 0.0473], [3.7333, -2.4096, 1.0624], [2.7257, -1.8518, 1.7220], [2.2726, -0.7352, 1.1300], [2.9929, -0.5881, 0.0536], [4.3945, -2.4406, -1.5971], [4.7601, -0.8534, -1.4645], [2.3243, -2.2516, 2.6364]],
  "forces_ev_per_a": [[0.2017, 0.2173, -0.0491], [-0.2505, 0.1240, 0.0905], [-0.0496, -0.0777, -0.0051], [0.0121, 0.0191, -0.0110], [0.0005, -0.0079, -0.0026], [0.0016, -0.0011, 0.0113], [-0.0095, 0.0474, 0.0433], [0.0189, -0.0206, -0.0289], [0.1038, -0.0809, 0.1234], [-0.0496, 0.0345, 0.0351], [-0.0471, -0.0208, 0.0116], [0.0080, -0.0098, 0.0039], [0.0023, 0.0031, -0.0089], [0.0042, 0.0203, -0.0135], [0.0149, 0.0095, -0.0145], [0.0081, -0.0238, -0.0876], [0.0027, 0.0064, 0.0403], [0.0042, -0.0035, 0.0087], [0.0614, 0.0002, -0.0100], [0.0076, -0.0064, 0.0156], [-0.0187, -0.0068, 0.0388], [-0.0098, 0.0009, 0.0050], [-0.0001, 0.0037, 0.0010], [0.0022, -0.0029, 0.0004], [0.0039, 0.0024, -0.0111], [-0.0052, 0.0019, 0.0043], [-0.0024, 0.0004, 0.0014], [-0.0030, -0.0015, 0.0004], [-0.0037, -0.0005, 0.0013], [-0.0035, -0.0057, 0.0031], [0.0275, -0.0164, -0.0520], [-0.0023, -0.0079, 0.0003], [0.0071, 0.0086, 0.0060], [0.0017, -0.0020, 0.0017], [0.0081, -0.0557, -0.0484], [-0.0290, -0.0640, 0.0525], [0.1781, -0.0224, 0.1564], [-0.0794, 0.0065, -0.0648], [-0.0715, -0.3478, -0.2287], [0.1744, -0.1986, -0.1186], [-0.3195, 0.2622, 0.1901], [0.3279, 0.8616, 0.0662], [0.0286, 0.0089, -0.0648], [0.0036, 0.0057, -0.0005], [0.0199, 0.0085, -0.0176], [-0.2372, -0.4559, 0.0705], [-0.0391, -0.1023, 0.0512], [0.0502, 0.0317, -0.0666], [-0.0343, 0.0246, 0.0897], [0.0840, 0.0111, -0.1086], [-0.1242, -0.1947, 0.0238], [0.0990, 0.1067, -0.0688], [-0.1434, -0.0304, 0.0154], [0.0472, -0.0079, 0.0039], [-0.0288, -0.0068, 0.0136], [0.0546, 0.0085, -0.0057], [-0.0577, -0.0308, 0.0074], [-0.0426, 0.0304, -0.0558], [0.0060, 0.0035, 0.0096], [-0.0037, 0.0009, 0.0028], [-0.0164, -0.0121, 0.0056], [-0.0019, -0.0166, -0.0037], [0.0100, -0.0035, -0.0021], [-0.0006, -0.0005, 0.0016], [-0.0001, -0.0013, -0.0016], [0.0051, 0.0053, 0.0018], [-0.0290, -0.0648, -0.0054], [0.0026, -0.0195, -0.0432], [0.0094, 0.0326, 0.0353], [0.1422, 0.0118, -0.0076], [0.0247, -0.0897, 0.0085], [-0.1054, 0.0755, 0.0051], [-0.0389, 0.0181, -0.0575], [0.0302, 0.0034, 0.0208], [0.0572, 0.0048, -0.0152]],
  "lowdin_spin": [0.014, 0.002, 0.001, 0.000, 0.000, 0.000, 0.000, 0.000, 0.001, 0.000, 0.000, 0.000, 0.000, 0.000, 0.000, 0.000, 0.000, 0.000, 0.000, 0.000, 0.000, 0.000, 0.000, 0.000, 0.000, 0.000, 0.000, 0.000, 0.000, 0.000, 0.000, 0.000, 0.000, 0.000, 0.000, 0.002, 0.000, 0.000, 0.000, 0.000, 0.000, 0.000, 0.000, 0.001, 0.000, 0.000, 0.130, 0.088, 0.029, 0.178, 0.158, 0.018, 0.063, 0.071, 0.008, 0.110, 0.007, 0.083, 0.012, 0.007, 0.002, -0.003, 0.007, -0.003, 0.010, -0.002, 0.000, 0.000, 0.000, 0.000, 0.002, 0.001, 0.000, 0.000, 0.000]
}

---

2.
{
  "formula": "C30H27FeIN10O5",
  "method": "ωB97M-V/def2-TZVPD",
  "lumo_energy_ev": [-0.48, -0.51],
  "spin_multiplicity": 5,
  "relative_energy_kj_mol": 15.5,
  "orbital_gap_ha": [0.278, 0.279],
  "homo_energy_ev": [-8.04, -8.11],
  "elements": ["Fe", "C", "C", "N", "C", "C", "C", "O", "C", "C", "N", "C", "C", "C", "C", "C", "C", "I", "C", "O", "H", "H", "H", "H", "H", "H", "H", "H", "H", "H", "H", "H", "N", "N", "C", "N", "N", "N", "O", "O", "H", "H", "H", "H", "H", "N", "C", "O", "C", "C", "C", "C", "N", "C", "H", "H", "H", "H", "H", "H", "N", "C", "C", "C", "C", "C", "C", "C", "C", "C", "H", "H", "H", "H"],
  "positions_angstrom": [[-0.8054, 0.0305, -0.5929], [-1.0269, 3.1882, 2.7799], [-1.0518, 1.7774, 3.2839], [-0.9733, 1.5574, 4.5697], [-1.0057, 0.2826, 5.0242], [-1.0966, -0.8107, 4.2087], [-1.0663, -2.1865, 4.8202], [-2.2362, -2.9556, 4.5431], [-1.1670, -0.6065, 2.8029], [-1.2150, -1.7459, 1.9285], [-1.1164, -1.7266, 0.6392], [-1.1157, -2.9851, -0.0179], [-0.4379, -4.0886, 0.5029], [-0.4067, -5.2933, -0.1798], [-1.0467, -5.4223, -1.4027], [-1.7166, -4.3350, -1.9428], [-1.7410, -3.1332, -1.2553], [-2.7066, -1.4871, -2.1051], [-1.1577, 0.7160, 2.3123], [-1.2459, 1.0353, 1.0724], [-0.9572, 3.8725, 3.6223], [-1.9223, 3.4052, 2.1956], [-0.1818, 3.3424, 2.1045], [-0.9358, 0.1610, 6.0991], [-0.9142, -2.0902, 5.8987], [-0.2295, -2.7654, 4.4256], [-3.0020, -2.4410, 4.8191], [-1.3685, -2.7062, 2.4161], [0.0976, -3.9829, 1.4356], [0.1341, -6.1297, 0.2426], [-1.0184, -6.3589, -1.9428], [-2.2151, -4.4193, -2.8988], [1.4483, 1.6099, -0.1975], [2.0959, 2.0042, 0.9729], [2.4263, 1.1543, 1.9742], [2.9989, 1.7220, 3.0423], [2.2405, -0.1417, 1.7674], [2.5767, -0.9661, 2.7807], [2.5641, -2.1616, 2.4978], [2.8953, -0.5696, 3.8971], [2.1047, 1.5201, -0.9639], [0.6942, 2.2459, -0.4371], [2.5416, 2.9089, 0.9952], [2.9665, 2.7214, 3.1445], [3.1019, 1.1405, 3.8609], [3.5071, -3.6237, 0.1937], [3.7737, -3.2459, -1.0807], [4.7927, -3.5630, -1.6651], [2.7183, -2.4324, -1.7786], [2.8102, -2.2835, -3.1574], [1.8653, -1.5181, -3.8182], [0.8594, -0.9211, -3.0752], [0.7700, -1.0608, -1.7519], [1.6812, -1.7989, -1.1184], [4.2558, -4.0777, 0.6899], [2.7652, -3.2125, 0.7405], [3.6299, -2.7632, -3.6755], [1.9009, -1.3786, -4.8893], [0.0987, -0.3017, -3.5364], [1.5650, -1.8453, -0.0442], [-3.3763, 8.1741, -5.9144], [-3.0370, 7.2405, -5.3358], [-2.6128, 6.0735, -4.6123], [-1.2544, 5.7942, -4.4771], [-0.8488, 4.6706, -3.7834], [-1.7860, 3.8026, -3.2134], [-3.1464, 4.0964, -3.3568], [-3.5584, 5.2192, -4.0478], [-1.3663, 2.6377, -2.4937], [-1.0069, 1.6454, -1.8808], [-0.5253, 6.4613, -4.9165], [0.2047, 4.4499, -3.6774], [-3.8749, 3.4317, -2.9133], [-4.6112, 5.4428, -4.1538]],
  "forces_ev_per_a": [[0.3373, 0.4853, 0.1560], [-0.0010, -0.0117, 0.0178], [-0.0113, 0.0115, 0.0212], [-0.0070, 0.0238, -0.0396], [0.0175, -0.0174, 0.0067], [0.0611, 0.0042, 0.0044], [-0.0445, 0.0270, 0.0098], [0.0277, 0.0004, 0.0004], [0.1245, 0.0006, -0.0660], [-0.0635, 0.0812, 0.0799], [0.1461, -0.1636, -0.0323], [-0.0036, -0.0480, 0.0032], [-0.0083, 0.0425, -0.1037], [0.0177, -0.0100, 0.0316], [-0.0067, 0.0054, 0.0022], [0.0169, -0.0105, 0.0038], [-0.0602, 0.0591, -0.0287], [-0.2370, -0.1872, -0.0432], [-0.0353, -0.0687, 0.0404], [0.0939, -0.1033, -0.0693], [-0.0033, -0.0046, -0.0025], [-0.0043, -0.0022, 0.0002], [0.0028, -0.0065, -0.0043], [0.0024, -0.0007, -0.0015], [0.0119, -0.0075, -0.0078], [-0.0027, -0.0345, 0.0039], [0.0003, 0.0020, 0.0033], [-0.0162, -0.0148, 0.0111], [0.0567, 0.0042, 0.0827], [0.0055, 0.0056, -0.0040], [0.0013, 0.0021, 0.0054], [0.0001, 0.0016, 0.0014], [0.1819, -0.3579, 0.2256], [-0.0735, 0.1504, -0.0546], [0.1578, 0.2903, -0.1149], [-0.0332, 0.5398, -0.0637], [-0.2444, 0.0138, -0.1577], [0.1221, -0.5607, -0.2620], [-0.2983, 0.1771, 0.2147], [-0.0692, -0.5444, 0.3816], [-0.0457, 0.0507, -0.0533], [0.0122, 0.0200, 0.0632], [-0.1070, 0.0494, 0.0249], [-0.0751, 0.0314, -0.0551], [0.0512, 0.0229, -0.0612], [-0.0518, 0.0439, -0.2438], [-0.0296, -0.1362, 0.2235], [0.0027, -0.0226, -0.0790], [0.0765, -0.0146, -0.0382], [-0.0100, 0.0512, 0.0187], [-0.0175, -0.0135, 0.0576], [0.0231, -0.0288, -0.0672], [-0.1518, 0.1045, 0.0453], [-0.0544, -0.0265, 0.0247], [-0.0080, 0.0285, 0.0219], [0.2045, 0.0061, 0.0038], [-0.0026, -0.0098, -0.0005], [0.0018, 0.0032, 0.0003], [0.0114, 0.0170, 0.0119], [0.0373, 0.0443, 0.0630], [0.0042, -0.0032, 0.0004], [-0.0103, 0.0060, 0.0051], [0.0006, -0.0103, -0.0067], [0.0009, 0.0016, 0.0053], [0.0061, -0.0048, -0.0142], [-0.0174, 0.0161, 0.0069], [0.0085, 0.0008, 0.0149], [0.0008, 0.0088, -0.0016], [0.1607, -0.0020, -0.0476], [-0.1782, -0.0001, -0.1677], [-0.0007, -0.0015, -0.0027], [-0.0011, -0.0049, 0.0011], [-0.0025, 0.0014, -0.0026], [-0.0003, -0.0029, -0.0029]],
  "lowdin_spin": [3.691, 0.001, 0.004, 0.000, 0.004, -0.001, 0.000, 0.000, 0.004, 0.000, 0.029, 0.004, 0.001, 0.001, 0.001, 0.001, 0.001, 0.051, 0.007, 0.076, 0.000, 0.000, 0.000, 0.000, 0.000, 0.000, 0.000, 0.001, 0.000, 0.000, 0.000, 0.001, 0.017, 0.002, 0.000, 0.000, 0.000, 0.000, 0.000, 0.000, 0.000, 0.001, 0.001, 0.000, 0.000, 0.000, 0.000, 0.000, 0.001, 0.000, 0.001, 0.005, 0.036, 0.004, 0.000, 0.000, 0.000, 0.000, 0.001, 0.000, 0.001, 0.000, 0.002, -0.001, 0.003, 0.002, 0.003, -0.001, 0.022, 0.023, 0.000, 0.000, 0.000, 0.000]
}

---

3.
{
  "formula": "C30H27N4O2PtS",
  "method": "ωB97M-V/def2-TZVPD",
  "lumo_energy_ev": [-4.98, -4.98],
  "charge": 1,
  "spin_multiplicity": 1,
  "orbital_gap_ha": [0.233, 0.233],
  "homo_energy_ev": [-11.32, -11.32],
  "elements": ["Pt", "C", "C", "C", "C", "C", "C", "C", "N", "C", "N", "C", "C", "C", "C", "C", "C", "C", "N", "C", "C", "C", "C", "C", "C", "C", "H", "H", "H", "H", "H", "H", "H", "H", "H", "H", "H", "H", "H", "H", "H", "H", "H", "H", "H", "H", "H", "H", "O", "C", "O", "C", "C", "C", "C", "C", "C", "H", "H", "H", "H", "H", "S", "C", "N"],
  "positions_angstrom": [[1.9442, 0.7377, 0.0543], [-2.4340, -0.6357, 1.0808], [-2.5843, -1.6856, 0.0098], [-3.7484, -1.7086, -0.7570], [-3.9741, -2.6652, -1.7325], [-3.0099, -3.6337, -1.9683], [-1.8423, -3.6290, -1.2258], [-1.6285, -2.6677, -0.2461], [-0.4231, -2.8007, 0.5292], [0.3890, -1.6847, 0.8104], [0.4692, -1.4110, 2.1068], [1.2367, -0.4198, 2.7405], [2.0698, 0.4085, 2.0254], [2.9163, 1.3069, 2.6642], [2.8730, 1.3974, 4.0443], [2.0027, 0.5889, 4.7665], [1.1836, -0.3325, 4.1398], [0.2702, -1.2348, 4.9268], [1.0275, -1.0352, -0.1398], [0.9995, -1.6821, -1.4511], [1.8866, -2.7438, -1.6019], [1.9508, -3.4430, -2.7914], [1.1223, -3.0608, -3.8399], [0.2588, -1.9929, -3.6801], [0.1733, -1.2724, -2.4865], [-0.7999, -0.1292, -2.4010], [-3.3121, 0.0082, 1.0902], [-1.5663, 0.0094, 0.9299], [-2.3532, -1.0863, 2.0733], [-4.5028, -0.9541, -0.5654], [-4.8962, -2.6575, -2.2977], [-3.1590, -4.3878, -2.7297], [-1.0757, -4.3731, -1.4161], [0.1405, -3.5755, 0.2052], [-0.1149, -2.0011, 2.6766], [3.6067, 1.9181, 2.0982], [3.5160, 2.1017, 4.5545], [1.9745, 0.6625, 5.8462], [0.3405, -1.0071, 5.9878], [0.5350, -2.2887, 4.8043], [-0.7768, -1.1072, 4.6380], [2.5473, -2.9963, -0.7788], [2.6492, -4.2610, -2.9056], [1.1581, -3.5896, -4.7831], [-0.3841, -1.6976, -4.5010], [-0.8158, 0.4197, -3.3429], [-0.5618, 0.5655, -1.6001], [-1.8083, -0.5059, -2.2196], [2.0838, 2.7386, -0.3740], [0.8251, 2.8482, -0.1856], [0.2756, 1.7725, 0.2950], [0.0645, 4.0358, -0.5193], [0.7372, 5.2335, -0.7576], [0.0125, 6.3491, -1.1342], [-1.3667, 6.2606, -1.2844], [-2.0348, 5.0658, -1.0414], [-1.3212, 3.9469, -0.6533], [1.8123, 5.2794, -0.6450], [0.5197, 7.2866, -1.3160], [-1.9268, 7.1311, -1.6002], [-3.1087, 5.0110, -1.1557], [-1.8232, 3.0070, -0.4625], [3.1088, 0.3762, -2.0746], [4.0544, 0.0547, -0.7183], [4.6176, -0.1642, 0.2852]],
  "forces_ev_per_a": [[0.2218, -1.6334, -1.3790], [-0.0209, -0.0315, -0.0082], [-0.0961, 0.0694, 0.0910], [-0.0174, -0.0003, 0.0312], [0.0283, 0.0277, -0.0080], [0.0447, -0.0157, 0.0062], [-0.0451, -0.0103, -0.1124], [0.3139, -0.1535, 0.0440], [-0.3394, 0.0948, 0.2813], [0.1771, 0.0638, -0.2421], [-0.0861, 0.2615, -0.1044], [0.1224, -0.2203, 0.0315], [-0.1386, 1.3312, 0.4521], [-0.1761, -0.0764, 0.2362], [0.0903, -0.0814, 0.0086], [0.0407, 0.0512, 0.0222], [0.0550, -0.1962, 0.0231], [0.0174, 0.0320, 0.0160], [-0.4651, -0.7681, 0.2030], [0.3422, -0.0793, 0.2365], [0.0376, -0.0701, 0.0064], [-0.0266, 0.0189, 0.0092], [-0.0022, 0.0037, 0.0018], [-0.0115, 0.0270, -0.0088], [-0.0867, 0.0439, -0.0763], [0.0240, -0.0631, 0.0023], [-0.0025, -0.0200, 0.0054], [0.0099, 0.0038, -0.0103], [0.0239, -0.0025, -0.0127], [0.0077, -0.0143, -0.0009], [0.0123, 0.0055, -0.0050], [-0.0086, -0.0004, 0.0172], [-0.0083, 0.0140, -0.0023], [-0.0426, -0.0543, -0.0335], [-0.0434, -0.0189, 0.0406], [-0.0881, 0.0800, -0.0191], [0.0199, -0.0442, 0.0185], [-0.0265, 0.0244, -0.0129], [-0.0019, -0.0046, -0.0044], [-0.0012, 0.0098, -0.0056], [0.0110, -0.0063, -0.0082], [-0.0078, 0.0064, -0.0125], [-0.0133, 0.0052, 0.0025], [-0.0017, 0.0094, 0.0040], [0.0192, 0.0016, -0.0038], [0.0221, 0.0139, 0.0195], [0.0071, 0.0301, 0.0608], [0.0196, 0.0023, -0.0332], [-0.1263, 0.6428, 0.7067], [0.4247, 0.4545, 0.0973], [-0.0457, 0.0636, 0.0941], [-0.1022, -0.0914, -0.0367], [0.0435, 0.0072, -0.0206], [-0.0129, 0.0003, -0.0003], [0.0033, -0.0115, -0.0065], [0.0035, 0.0027, 0.0209], [-0.0318, 0.0288, 0.0529], [-0.0126, -0.0115, -0.0135], [-0.0051, -0.0113, -0.0081], [0.0003, 0.0036, 0.0330], [0.0091, -0.0004, -0.0130], [0.0026, 0.0052, -0.0119], [0.5773, 0.2160, -0.5197], [-0.3372, 0.0081, -0.3233], [-0.3011, 0.0267, 0.1816]],
  "lowdin_charge": [1.380, -0.020, -0.220, -0.051, -0.072, -0.064, -0.025, -0.206, 0.135, -0.340, 0.176, -0.187, -0.205, -0.096, -0.049, -0.022, -0.196, -0.027, -0.008, -0.322, -0.063, -0.058, -0.055, -0.026, -0.240, -0.004, 0.085, 0.058, 0.084, 0.116, 0.109, 0.112, 0.121, 0.135, 0.142, 0.106, 0.117, 0.122, 0.088, 0.094, 0.087, 0.128, 0.114, 0.113, 0.125, 0.096, 0.048, 0.080, -0.091, -0.497, -0.092, -0.143, 0.009, -0.045, -0.044, -0.050, 0.000, 0.129, 0.116, 0.116, 0.114, 0.120, 0.684, -0.875, 0.136]
}

---

| no. | energy (eV) |
| --- | --- |
| 1 | -99392.14547 |
| 2 | -99171.34776 |
| 3 | -55678.69741 |